(1)
Below is a structure of composition C12H12N5O4S3Ti at a distorted geometry, with properties calculated with ωB97M-V/def2-TZVPD.

The calculation puts the frontier orbital gap (alpha / beta) at 6.59 / 7.20 eV. As for the expectation value of S²: 0.760. The calculation puts the total energy at -3083.3858 Eh. As for the multiplicity: 2. Its charge is 0. As for the LUMO energy (alpha / beta): -0.03387 / -0.04202 hartree.

Each line ends with the Mulliken spin population.
Geometry (Å):
1 Ti 0.2181 0.6904 -1.2503  0.88
2 N 4.3706 1.1660 -1.3347  0.00
3 C 3.0705 1.4027 -1.0913  0.00
4 S 2.0359 1.7631 -2.4675  -0.01
5 N 2.6937 1.4508 0.1814  0.00
6 N 1.3409 1.5752 0.1967  -0.06
7 C 0.6862 2.1873 1.1219  0.08
8 C -0.6788 2.5689 0.7432  0.02
9 C -1.5116 3.3557 1.5345  0.01
10 C -2.6998 3.8207 1.0158  0.01
11 C -3.0522 3.4952 -0.2894  0.02
12 C -2.2055 2.6844 -1.0100  0.01
13 N -1.0481 2.2332 -0.5118  0.04
14 H 4.6424 0.9205 -2.2699  0.00
15 H 4.9136 0.7984 -0.5705  0.00
16 H 1.1669 2.5412 2.0277  0.00
17 H -1.2067 3.5981 2.5437  0.00
18 H -3.3486 4.4378 1.6231  0.00
19 H -3.9716 3.8459 -0.7344  0.00
20 H -2.4479 2.3616 -2.0139  -0.01
21 O -0.0020 -2.8411 -2.0866  0.00
22 S 0.7164 -1.6335 -2.3770  0.01
23 O 1.7994 -1.7065 -3.3035  0.00
24 O -0.2750 -0.4742 -2.7535  0.00
25 O 1.1955 -0.9831 -1.0170  -0.01
26 S -1.7322 -0.6268 0.1975  0.00
27 C -1.0921 -2.1142 0.7582  0.00
28 N 0.1983 -2.2166 1.1359  0.00
29 C 0.8044 -3.3492 1.5533  0.00
30 C 0.0868 -4.4991 1.6656  0.00
31 C -1.2706 -4.4577 1.3018  0.00
32 C -1.8466 -3.3016 0.8555  0.00
33 H 0.7713 -1.4003 0.9686  0.00
34 H 1.8576 -3.2583 1.7706  0.00
35 H 0.5648 -5.4061 2.0012  0.00
36 H -1.8675 -5.3592 1.3503  0.00
37 H -2.8765 -3.2694 0.5348  0.00

Forces on the atoms, in the same order (eV/Å):
-0.64 -1.06 -0.59
-0.04 -0.08 0.10
0.01 0.26 -0.07
0.42 -0.06 0.13
-0.38 -0.19 -0.05
0.43 0.81 0.54
0.06 -0.02 -0.03
-0.04 0.26 0.07
0.35 -0.14 0.20
-0.13 0.02 -0.10
-0.09 0.10 0.10
0.18 -0.15 0.08
-0.52 0.27 0.14
-0.03 0.05 -0.04
0.04 0.02 -0.01
-0.06 0.08 0.02
-0.01 0.02 -0.01
-0.01 0.00 -0.02
0.00 0.01 0.02
0.00 -0.01 -0.02
0.01 -0.07 0.03
-0.79 0.64 0.41
0.10 -0.04 0.00
0.74 -0.55 -0.21
0.30 -0.33 -0.65
0.28 0.04 0.24
-0.11 0.05 -0.26
0.08 0.04 0.14
-0.16 0.04 -0.04
0.06 0.05 0.00
-0.04 -0.07 -0.01
-0.07 0.09 -0.01
0.07 0.01 -0.14
0.01 -0.04 0.00
-0.03 -0.02 -0.01
0.02 -0.01 0.02
-0.01 0.00 0.02


(2)
Below is an isolated molecule of C3H3ClN2O at a distorted geometry, with properties calculated with ωB97M-V/def2-TZVPD.

The calculation puts the frontier orbital gap at 9.48 eV. The calculation puts the total energy at -760.9609 Eh. Its SMILES is [H]/N=C(\Cl)C(=O)N=C. Its charge is 0. As for the LUMO energy: -0.01305 hartree.

Each line ends with the natural charge from an NBO analysis.
Geometry (Å):
1 H 0.1202 0.1181 3.3553  0.37
2 N -0.1316 0.0658 2.4191  -0.63
3 C 0.5805 -0.4441 1.5406  0.24
4 Cl 1.9713 -1.5031 1.5678  0.00
5 C 0.4717 0.0963 -0.1406  0.63
6 O 1.4691 0.6584 -0.5281  -0.54
7 N -0.5581 -0.2658 -1.0318  -0.47
8 C -1.0971 0.2149 -2.1214  0.06
9 H -1.1053 1.2875 -2.2503  0.15
10 H -1.7207 -0.2279 -2.8106  0.18

Forces on the atoms, in the same order (eV/Å):
0.65 -0.76 2.09
-0.04 0.41 -2.76
-1.01 1.18 -3.06
-0.10 0.14 0.58
0.13 0.30 0.43
-0.64 -0.51 0.50
-0.84 -1.19 -1.67
2.41 2.03 5.19
0.42 0.60 -0.19
-0.98 -2.21 -1.10


(3)
Below is a cluster of 8 separate species, C50H66N8O2 in total at a distorted geometry, with properties calculated with ωB97M-V/def2-TZVPD.

The calculation puts the frontier orbital gap at 7.84 eV. The calculation puts the total energy at -2532.6028 Eh. Its SMILES is C#CCCC[C@@H]1C(=O)O[C@@H](CCC)[C@]1(CCN)Cc1cccc(C)c1.c1cc[nH]c1.c1cc[nH]c1.c1cc[nH]c1.c1cc[nH]c1.c1cc[nH]c1.c1cc[nH]c1.c1cc[nH]c1. Its charge is 0. As for the LUMO energy: -0.00323 hartree.

Each line ends with the Löwdin charge.
Geometry (Å):
1 C -3.8521 2.8864 0.1341  0.04
2 C -3.2706 2.6825 1.4221  -0.08
3 C -2.3852 1.9306 2.6255  -0.19
4 C -0.7749 2.2220 2.5264  -0.20
5 C -0.0994 1.9096 1.0652  -0.14
6 C 0.7168 0.4914 0.9643  -0.11
7 C 0.3064 -0.7607 1.9614  -0.18
8 O -0.8241 -1.0407 2.6151  0.00
9 O 1.5682 -1.5705 1.8964  -0.09
10 C 2.6978 -1.0458 1.0593  -0.19
11 C 2.8384 -2.1640 -0.1313  -0.15
12 C 4.3233 -2.2674 -0.8183  -0.23
13 C 4.1619 -2.6185 -2.4453  -0.14
14 C 2.3537 0.5162 0.6927  -0.26
15 C 2.5903 0.7265 -0.9195  -0.15
16 C 2.3235 2.2584 -1.4577  -0.26
17 N 2.4630 2.1874 -2.9930  -0.06
18 C 3.2549 1.7226 1.3408  -0.12
19 C 3.9097 1.3925 2.8072  -0.12
20 C 5.4307 2.0309 3.0835  -0.04
21 C 6.2584 1.8666 4.4950  -0.09
22 C 5.5632 0.9781 5.6947  -0.05
23 C 4.0413 0.3315 5.4440  -0.16
24 C 3.4410 -0.5337 6.7390  -0.12
25 C 3.2086 0.5411 4.0231  0.03
26 H -4.3915 2.9306 -0.9300  0.07
27 H -2.6755 0.7960 2.7364  0.11
28 H -2.7566 2.4535 3.6315  0.12
29 H -0.2229 1.6991 3.4393  0.13
30 H -0.6369 3.3928 2.7141  0.11
31 H -0.8940 1.9228 0.1743  0.11
32 H 0.6219 2.8310 0.8295  0.09
33 H 0.3356 0.0716 -0.0862  0.15
34 H 3.7122 -1.1727 1.6446  0.15
35 H 2.0587 -2.0705 -0.9993  0.10
36 H 2.6344 -3.2222 0.3796  0.12
37 H 4.9225 -1.2724 -0.6667  0.10
38 H 4.8853 -3.2191 -0.3679  0.11
39 H 5.0869 -2.2048 -3.0557  0.08
40 H 3.1765 -2.1907 -2.9098  0.06
41 H 4.1119 -3.8067 -2.5298  0.09
42 H 1.9078 0.0210 -1.5976  0.12
43 H 3.7071 0.4477 -1.2291  0.13
44 H 1.2368 2.6616 -1.2666  0.11
45 H 3.1447 3.0395 -1.1165  0.12
46 H 3.2054 1.4377 -3.1204  0.06
47 H 2.9538 3.0743 -3.2791  0.07
48 H 2.7189 2.7598 1.4204  0.12
49 H 4.1742 1.8875 0.5975  0.12
50 H 5.9644 2.6828 2.2377  0.09
51 H 7.3208 2.3449 4.7065  0.09
52 H 6.1013 0.7893 6.7429  0.10
53 H 3.7466 0.1090 7.6970  0.08
54 H 2.2791 -0.6728 6.7015  0.08
55 H 4.0578 -1.5255 6.8105  0.08
56 H 2.1412 0.0787 3.8934  0.09
57 C -2.7914 -0.8971 -3.5780  -0.11
58 C -3.2230 0.2075 -2.8054  -0.11
59 C -2.1166 0.9858 -2.5482  -0.15
60 N -1.0320 0.3871 -3.1345  0.01
61 C -1.4348 -0.7588 -3.7695  -0.15
62 H -3.4042 -1.7055 -3.9552  0.10
63 H -4.2322 0.4133 -2.4730  0.09
64 H -2.0085 1.9113 -1.9986  0.09
65 H -0.0831 0.7368 -3.1042  0.12
66 H -0.7232 -1.3769 -4.3004  0.09
67 C -8.4989 0.9373 1.6337  -0.14
68 C -8.9305 2.0419 2.4064  -0.12
69 C -7.8242 2.8202 2.6635  -0.14
70 N -6.7395 2.2215 2.0772  0.01
71 C -7.1423 1.0756 1.4423  -0.15
72 H -9.1118 0.1289 1.2566  0.09
73 H -9.9398 2.2477 2.7388  0.09
74 H -7.7160 3.7457 3.2132  0.11
75 H -5.7906 2.5712 2.1076  0.09
76 H -6.4308 0.4575 0.9114  0.11
77 C 6.1776 -3.6246 2.4582  -0.12
78 C 5.7460 -2.5201 3.2308  -0.12
79 C 6.8523 -1.7417 3.4880  -0.13
80 N 7.9370 -2.3404 2.9016  0.00
81 C 7.5342 -3.4863 2.2667  -0.14
82 H 5.5647 -4.4330 2.0810  0.09
83 H 4.7367 -2.3142 3.5632  0.08
84 H 6.9605 -0.8162 4.0376  0.08
85 H 8.8859 -1.9907 2.9320  0.15
86 H 8.2457 -4.1044 1.7358  0.10
87 C 1.4823 -7.9801 -0.7639  -0.12
88 C 1.3834 -7.3761 0.5123  -0.11
89 C 1.1414 -6.0351 0.3141  -0.15
90 N 1.0956 -5.8081 -1.0368  0.00
91 C 1.2969 -6.9893 -1.7021  -0.15
92 H 1.6674 -9.0252 -0.9757  0.09
93 H 1.4778 -7.8666 1.4725  0.09
94 H 0.9996 -5.2250 1.0170  0.10
95 H 0.9371 -4.9096 -1.4742  0.14
96 H 1.2926 -7.0234 -2.7834  0.10
97 C -0.5913 -1.9645 -8.9002  -0.11
98 C -0.0796 -3.2638 -9.1308  -0.12
99 C 0.2123 -3.8139 -7.9027  -0.15
100 N -0.1009 -2.8903 -6.9396  -0.01
101 C -0.5968 -1.7614 -7.5383  -0.14
102 H -0.9213 -1.2540 -9.6470  0.09
103 H 0.0603 -3.7465 -10.0894  0.09
104 H 0.6162 -4.7805 -7.6325  0.10
105 H 0.0149 -3.0216 -5.9432  0.13
106 H -0.9088 -0.9120 -6.9456  0.10
107 C -11.5553 0.0701 -2.1841  -0.12
108 C -10.6001 -0.1235 -3.2104  -0.12
109 C -9.4222 0.4514 -2.7887  -0.14
110 N -9.6345 0.9892 -1.5460  0.00
111 C -10.9310 0.7567 -1.1668  -0.15
112 H -12.5869 -0.2572 -2.1862  0.09
113 H -10.7547 -0.6285 -4.1552  0.09
114 H -8.4540 0.5248 -3.2658  0.10
115 H -8.9425 1.4800 -0.9947  0.13
116 H -11.2977 1.1003 -0.2088  0.10
117 C -0.7505 6.0883 1.1177  -0.12
118 C -1.1821 7.1929 1.8903  -0.11
119 C -0.0758 7.9712 2.1475  -0.14
120 N 1.0089 7.3725 1.5612  0.00
121 C 0.6061 6.2266 0.9263  -0.15
122 H -1.3633 5.2799 0.7405  0.08
123 H -2.1914 7.3987 2.2227  0.09
124 H 0.0324 8.8967 2.6972  0.11
125 H 1.9578 7.7222 1.5916  0.15
126 H 1.3177 5.6085 0.3954  0.10

Forces on the atoms, in the same order (eV/Å):
3.89 -2.04 8.44
-3.11 -0.33 -9.11
-0.88 1.27 0.69
-0.20 1.17 -0.06
0.17 0.42 0.08
-1.08 -0.12 -1.78
-1.43 -0.28 1.14
7.84 1.45 -4.22
-2.54 1.51 0.68
0.46 -0.66 -0.24
0.11 -0.89 -0.14
-0.39 -0.66 -0.71
0.33 -0.42 0.47
-0.82 -0.35 -1.25
-0.11 0.44 -0.77
0.29 0.08 -0.71
1.74 -0.26 1.12
1.25 -0.60 1.05
2.39 -0.18 3.55
-0.99 -1.39 2.59
-4.15 -2.17 -0.02
-2.20 0.69 -3.77
1.52 1.58 -1.81
1.19 1.33 -0.38
4.07 1.75 0.48
1.40 0.21 3.16
0.63 2.30 -0.78
0.80 -1.13 -2.19
-1.23 0.84 -2.13
-0.38 -2.53 -0.42
1.47 -0.01 2.27
-1.40 -2.21 0.57
0.66 0.50 2.25
-2.23 0.48 -0.65
1.21 0.09 1.80
0.31 2.44 -0.93
-0.98 -2.06 -0.20
-0.98 2.54 -0.73
-1.94 -1.01 1.24
1.85 -0.64 0.93
0.15 2.65 -0.04
1.29 1.47 1.65
-2.27 0.65 0.87
2.22 -0.87 0.03
-1.88 -1.71 0.00
-1.12 1.23 -0.18
-0.82 -1.24 0.17
0.65 -2.14 -0.24
-1.94 -0.39 1.76
-1.44 -1.66 1.96
-2.54 -1.06 -0.77
-1.34 0.50 -2.63
-0.89 -1.43 -2.06
2.41 0.13 -0.04
-1.51 1.71 -0.24
2.33 0.93 0.34
0.25 -0.22 -0.20
0.09 0.32 0.18
0.01 -0.04 0.04
0.02 0.00 0.05
-0.08 -0.05 0.06
0.11 0.14 0.05
0.17 -0.05 -0.04
-0.05 -0.14 -0.08
-0.21 0.04 -0.12
-0.13 0.11 0.10
0.19 -0.20 -0.21
0.00 0.37 0.18
0.03 -0.07 0.01
-0.22 0.02 0.05
0.10 0.03 -0.03
0.12 0.09 0.07
0.17 -0.02 -0.04
-0.05 -0.17 -0.09
-0.19 -0.11 -0.17
-0.11 0.07 0.11
0.32 -0.20 -0.24
0.05 0.35 0.16
0.00 0.09 0.09
-0.07 0.00 -0.04
0.00 -0.15 -0.07
0.11 0.10 0.07
0.16 0.01 0.01
-0.12 -0.17 -0.10
-0.40 -0.14 -0.01
-0.15 0.07 0.09
-0.02 0.05 -0.41
-0.05 0.34 0.21
0.06 0.01 0.12
-0.01 0.01 -0.01
0.06 -0.10 -0.05
-0.04 0.19 0.02
-0.03 0.11 -0.16
0.01 -0.15 -0.08
0.03 -0.35 0.20
0.01 -0.04 0.19
-0.10 0.28 0.30
0.15 -0.36 0.17
0.07 -0.09 -0.10
-0.03 0.00 0.02
-0.01 0.15 -0.07
0.05 -0.11 0.15
-0.02 0.06 0.18
-0.07 0.16 -0.09
-0.07 0.02 -0.44
0.02 -0.13 -0.12
-0.09 0.12 0.34
0.34 0.02 -0.17
-0.04 0.03 -0.01
-0.06 -0.06 -0.13
0.00 0.04 -0.01
0.18 0.06 0.02
0.04 0.08 0.16
-0.18 -0.03 0.05
-0.23 -0.21 -0.04
0.05 -0.05 -0.17
0.29 -0.25 -0.20
0.10 0.35 0.20
-0.07 0.00 0.05
0.03 0.04 -0.01
-0.03 -0.10 0.02
0.06 0.10 0.04
0.18 -0.03 -0.06
-0.05 -0.17 -0.09
-0.39 -0.13 -0.01
-0.13 0.08 0.06